No. 1
# C9H14

A 2-piece molecular cluster, C9H14 overall (wB97M-V/def2-TZVPD, the OMol25 dataset).

Results
- Structure (SMILES): Cc1ccccc1.CC
- HOMO level: -8.844 eV
- Gap between HOMO and LUMO: 0.361 Ha
- Relative energy (zero: lowest compared OMol25 entry of this formula, charge and spin): 1.596 eV

Element x y z (Å)
1 C 1.0714 0.9450 -1.3206
2 C 1.3285 -0.2688 -0.4505
3 C 1.5336 -0.0301 0.9364
4 C 1.7203 -1.1281 1.8242
5 C 1.8863 -2.3980 1.2602
6 C 1.8598 -2.5481 -0.1450
7 C 1.3114 -1.5558 -0.9713
8 H 1.1376 1.8712 -0.7114
9 H 0.1837 0.9615 -2.0208
10 H 1.8962 0.8203 -2.1423
11 H 1.5226 1.0257 1.3515
12 H 1.7797 -0.9210 2.8202
13 H 2.1762 -3.2511 2.0319
14 H 2.1606 -3.4655 -0.7372
15 H 0.9743 -1.8163 -1.9878
16 C -2.7594 2.2092 0.1380
17 C -2.8517 0.7110 -0.0697
18 H -3.5160 2.7276 -0.5244
19 H -3.0394 2.7207 1.0743
20 H -1.7537 2.5916 -0.1920
21 H -2.3221 0.1990 0.7925
22 H -2.4146 0.2556 -0.9210
23 H -3.8854 0.3446 -0.0351

natural (NBO) atomic charge list, values in e, 2 entries:
1 C -0.6392
2 C -0.0261



No. 2
# C9H14

A 2-piece molecular cluster, C9H14 overall (wB97M-V/def2-TZVPD, the OMol25 dataset).

Results
- Structure (SMILES): Cc1ccccc1.CC
- HOMO level: -9.027 eV
- Gap between HOMO and LUMO: 0.370 Ha
- Relative energy (zero: lowest compared OMol25 entry of this formula, charge and spin): 0.323 eV

Element x y z (Å)
1 C -0.2319 -1.8434 -1.1993
2 C -0.2044 -0.3484 -1.2738
3 C 1.0042 0.3120 -1.0663
4 C 1.1304 1.6938 -1.1249
5 C 0.0088 2.4394 -1.4445
6 C -1.2205 1.7983 -1.5833
7 C -1.3366 0.4196 -1.5288
8 H 0.3627 -2.1984 -0.3559
9 H 0.1612 -2.3245 -2.1005
10 H -1.2385 -2.2319 -1.0655
11 H 1.8119 -0.2946 -0.6711
12 H 2.0666 2.1109 -0.7820
13 H -0.0464 3.5200 -1.4881
14 H -2.0878 2.4390 -1.6421
15 H -2.2538 -0.1034 -1.7660
16 C 0.9854 -0.9283 2.4143
17 C -0.4661 -0.4053 2.3126
18 H 1.2552 -1.1058 3.4588
19 H 1.0955 -1.8958 1.9096
20 H 1.6721 -0.2037 1.9928
21 H -0.4181 0.6702 2.4340
22 H -1.0457 -0.7948 3.1452
23 H -1.0043 -0.7251 1.4247

natural (NBO) atomic charge list, values in e, 2 entries:
1 C -0.6373
2 C -0.0027



No. 3
# C9H14

A 2-piece molecular cluster, C9H14 overall (wB97M-V/def2-TZVPD, the OMol25 dataset).

Results
- Structure (SMILES): Cc1ccccc1.CC
- HOMO level: -9.035 eV
- Gap between HOMO and LUMO: 0.369 Ha
- Relative energy (zero: lowest compared OMol25 entry of this formula, charge and spin): 0.417 eV

Element x y z (Å)
1 C -0.2434 -0.2384 0.0877
2 C 0.2891 0.2447 -1.2454
3 C 0.3817 -0.6046 -2.3367
4 C 0.8860 -0.1109 -3.5276
5 C 1.3113 1.2045 -3.6543
6 C 1.2669 2.0319 -2.5331
7 C 0.7903 1.5466 -1.3245
8 H -1.2000 -0.7603 -0.0342
9 H -0.4294 0.5827 0.7771
10 H 0.5037 -0.9097 0.5273
11 H 0.0602 -1.6321 -2.2301
12 H 0.9403 -0.7294 -4.4061
13 H 1.7634 1.5789 -4.5610
14 H 1.7807 2.9763 -2.6503
15 H 0.7085 2.2040 -0.4705
16 C -1.0980 -1.6714 3.4785
17 C -1.0642 -0.1344 3.4925
18 H -0.4111 -2.1038 4.2153
19 H -2.1202 -2.0363 3.6067
20 H -0.7189 -2.0640 2.5323
21 H -1.6544 0.1919 2.6378
22 H -0.0416 0.1981 3.3220
23 H -1.7008 0.2353 4.2966

natural (NBO) atomic charge list, values in e, 2 entries:
1 C -0.6360
2 C 0.0049



No. 4
# C9H14

A 2-piece molecular cluster, C9H14 overall (wB97M-V/def2-TZVPD, the OMol25 dataset).

Results
- Structure (SMILES): Cc1ccccc1.CC
- HOMO level: -8.929 eV
- Gap between HOMO and LUMO: 0.366 Ha
- Relative energy (zero: lowest compared OMol25 entry of this formula, charge and spin): 0.593 eV

Element x y z (Å)
1 C 1.4772 0.1785 -1.7763
2 C 0.8099 0.6742 -0.5151
3 C -0.5510 0.9701 -0.4965
4 C -1.0983 1.5200 0.6630
5 C -0.2938 1.9643 1.7129
6 C 1.0451 1.6110 1.7010
7 C 1.6043 1.0355 0.5686
8 H 0.7943 -0.4209 -2.3764
9 H 2.4175 -0.3521 -1.6315
10 H 1.7151 1.0689 -2.3693
11 H -1.3032 0.5519 -1.1541
12 H -2.1816 1.5403 0.7163
13 H -0.7298 2.7321 2.3399
14 H 1.6722 1.9323 2.5259
15 H 2.6471 0.7339 0.5649
16 C -0.9108 -3.3082 -1.1468
17 C -1.7304 -2.8451 0.0366
18 H -1.0969 -4.3715 -1.3173
19 H -1.1555 -2.7993 -2.0825
20 H 0.1697 -3.2433 -1.0258
21 H -2.8088 -2.8970 -0.1095
22 H -1.5605 -3.5129 0.8913
23 H -1.4088 -1.8778 0.4327

natural (NBO) atomic charge list, values in e, 2 entries:
1 C -0.6321
2 C 0.0059



No. 5
# C9H14

A 2-piece molecular cluster, C9H14 overall (wB97M-V/def2-TZVPD, the OMol25 dataset).

Results
- Structure (SMILES): Cc1ccccc1.CC
- HOMO level: -8.838 eV
- Gap between HOMO and LUMO: 0.362 Ha
- Relative energy (zero: lowest compared OMol25 entry of this formula, charge and spin): 1.612 eV

Element x y z (Å)
1 C -0.8972 -1.7100 -1.5445
2 C -1.3996 -0.4421 -0.8970
3 C -0.5758 0.6299 -1.1621
4 C -0.8693 1.7781 -0.4663
5 C -2.0290 1.7835 0.2747
6 C -2.9102 0.6922 0.5537
7 C -2.5275 -0.5438 -0.0500
8 H -1.7821 -2.2041 -1.9753
9 H -0.4088 -2.2541 -0.8029
10 H -0.1951 -1.5263 -2.3195
11 H 0.3299 0.5737 -1.6467
12 H -0.2727 2.7592 -0.5509
13 H -2.4825 2.7659 0.6917
14 H -3.7434 0.8317 1.1324
15 H -3.0101 -1.4939 0.0883
16 C 2.4478 -0.8658 1.0216
17 C 3.1817 0.4827 1.0934
18 H 1.5313 -0.7944 1.6403
19 H 2.2460 -1.2623 0.0061
20 H 3.0721 -1.7132 1.3927
21 H 3.4043 0.7496 2.2063
22 H 2.7645 1.3857 0.5485
23 H 4.1256 0.3775 0.7656

natural (NBO) atomic charge list, values in e, 2 entries:
1 C -0.6219
2 C 0.0003



No. 6
# C9H14

A 2-piece molecular cluster, C9H14 overall (wB97M-V/def2-TZVPD, the OMol25 dataset).

Results
- Structure (SMILES): Cc1ccccc1.CC
- HOMO level: -9.047 eV
- Gap between HOMO and LUMO: 0.370 Ha
- Relative energy (zero: lowest compared OMol25 entry of this formula, charge and spin): 0.429 eV

Element x y z (Å)
1 C 3.8049 0.9667 1.3748
2 C 2.5302 0.2422 1.0817
3 C 1.3103 0.9209 1.2055
4 C 0.1216 0.2302 1.0245
5 C 0.0866 -1.0995 0.6058
6 C 1.3019 -1.7411 0.3554
7 C 2.4906 -1.0524 0.6254
8 H 4.5173 0.4233 2.0044
9 H 3.6603 1.9257 1.8664
10 H 4.4047 1.1680 0.4796
11 H 1.2389 1.9774 1.4289
12 H -0.8017 0.7661 1.2028
13 H -0.8196 -1.6479 0.4008
14 H 1.3966 -2.8126 0.2460
15 H 3.4665 -1.5303 0.5684
16 C -4.1422 0.0242 -2.3088
17 C -3.0153 0.2573 -1.3276
18 H -4.9332 0.7684 -2.1513
19 H -3.9506 0.2586 -3.3549
20 H -4.5582 -0.9704 -2.1896
21 H -3.2486 -0.1566 -0.3435
22 H -2.0818 -0.2278 -1.6256
23 H -2.7792 1.3095 -1.1692

natural (NBO) atomic charge list, values in e, 2 entries:
1 C -0.6340
2 C -0.0236



No. 7
# C9H14

A 2-piece molecular cluster, C9H14 overall (wB97M-V/def2-TZVPD, the OMol25 dataset).

Results
- Structure (SMILES): Cc1ccccc1.CC
- HOMO level: -8.961 eV
- Gap between HOMO and LUMO: 0.368 Ha
- Relative energy (zero: lowest compared OMol25 entry of this formula, charge and spin): 1.184 eV

Element x y z (Å)
1 C -2.8055 -1.0964 -1.6058
2 C -1.8395 -0.7586 -0.5309
3 C -1.0255 -1.6455 0.1364
4 C -0.2304 -1.1782 1.1959
5 C -0.2677 0.1699 1.5185
6 C -0.9679 1.0578 0.7364
7 C -1.8231 0.6519 -0.2555
8 H -3.3488 -0.2090 -1.7756
9 H -3.4746 -1.8963 -1.2800
10 H -2.4545 -1.3995 -2.5396
11 H -0.9801 -2.7293 -0.1288
12 H 0.2961 -1.7927 1.8598
13 H 0.2683 0.5142 2.3029
14 H -0.9872 2.0947 1.1299
15 H -2.4693 1.4155 -0.6881
16 C 2.8253 0.6846 0.7269
17 C 2.6445 1.0046 -0.7591
18 H 2.9898 1.5073 1.3929
19 H 1.9598 0.0726 1.0269
20 H 3.8405 0.1725 0.8252
21 H 3.1393 1.9674 -1.0797
22 H 1.5878 1.1173 -0.8889
23 H 3.1225 0.2751 -1.3199

natural (NBO) atomic charge list, values in e, 2 entries:
1 C -0.6231
2 C -0.0130



No. 8
# C9H14

A 2-piece molecular cluster, C9H14 overall (wB97M-V/def2-TZVPD, the OMol25 dataset).

Results
- Structure (SMILES): Cc1ccccc1.CC
- HOMO level: -8.811 eV
- Gap between HOMO and LUMO: 0.359 Ha
- Relative energy (zero: lowest compared OMol25 entry of this formula, charge and spin): 1.788 eV

Element x y z (Å)
1 C -0.1175 0.7154 -3.1010
2 C -0.1630 -0.0552 -1.8343
3 C -1.4737 -0.3010 -1.2218
4 C -1.5417 -0.8880 0.0052
5 C -0.4164 -1.7238 0.4605
6 C 0.7623 -1.5170 -0.1492
7 C 0.9997 -0.4670 -1.1466
8 H 0.8569 0.4666 -3.5868
9 H -0.3484 1.7482 -2.7681
10 H -0.9297 0.2989 -3.7646
11 H -2.3381 0.2122 -1.6694
12 H -2.5115 -0.8886 0.6532
13 H -0.7676 -2.4521 1.2440
14 H 1.6739 -2.1519 0.0864
15 H 1.9484 -0.1821 -1.4966
16 C 1.3111 1.5835 2.4226
17 C 0.2382 1.5237 3.4789
18 H 2.2140 1.9854 2.9192
19 H 1.5498 0.7770 1.7932
20 H 1.0995 2.4081 1.7508
21 H -0.1828 2.5007 3.7695
22 H 0.8028 1.0950 4.3903
23 H -0.6617 0.9593 3.1927

natural (NBO) atomic charge list, values in e, 2 entries:
1 C -0.6496
2 C 0.0168